(1)
The following is a DFT calculation (wB97M-V/def2-TZVPD) of C28H27N4Ru as an isolated structure in a non-equilibrium geometry.

Output
- HOMO (alpha / beta): -5.60 / -6.85 eV
- Orbital gap (alpha / beta): 5.967 / 6.915 eV
- Expectation value of S²: 8.781
- Multiplicity: 6
- E_tot: -38008.7539 eV
- Max |F|: 1.60 eV/Å

Each line ends with the Löwdin spin population.
Element x y z (Å)
H 1.004 -1.296 4.805  0.00
C -0.353 7.752 0.385  0.01
H 0.005 7.314 2.456  0.00
H -0.710 7.872 -1.727  0.00
C -0.121 6.906 1.461  0.00
C -0.046 5.536 1.261  0.01
C -0.143 3.504 -0.213  0.20
C 0.590 -0.649 2.816  0.01
H 1.563 -0.905 2.421  0.00
C -2.518 0.340 -1.798  0.02
H -3.404 0.336 -2.433  0.00
H -0.402 8.822 0.539  0.00
C -0.999 -0.534 4.591  0.00
C -0.452 5.846 -1.082  0.02
C 3.706 3.318 -0.443  0.06
N 1.557 1.629 0.184  0.26
H 4.920 1.601 0.129  0.01
C -1.485 0.246 2.378  0.00
C -1.420 0.185 -4.060  0.00
H -0.362 0.043 -5.928  0.00
N -1.698 1.500 0.253  0.07
N -0.268 -0.127 1.925  0.03
C 0.270 -0.865 4.139  0.00
H -2.875 0.325 3.997  0.00
N -0.105 0.082 -2.081  0.04
H -2.397 0.289 -4.512  0.00
H -3.074 0.095 0.961  0.00
H -1.293 -0.714 5.615  0.00
H 1.848 -0.230 -4.784  0.00
C -0.289 0.046 -4.848  0.00
C 0.217 -1.962 -0.275  0.79
H 2.940 0.257 0.795  0.00
H 2.237 4.794 -0.921  0.01
C -1.301 0.192 -2.682  0.01
H -2.149 2.449 -1.549  0.01
C -1.878 0.042 3.685  0.00
C -2.418 0.870 1.366  0.01
H 0.156 4.884 2.104  0.00
H 4.555 3.956 -0.654  0.00
H -0.556 -2.660 -0.596  0.08
H -0.550 2.495 1.662  0.01
C 3.923 1.996 0.006  0.17
C 0.214 2.957 -1.524  0.82
Ru -0.017 -0.002 -0.053  1.73
C 0.936 -0.099 -4.219  0.00
C -0.211 4.990 -0.012  0.04
C 1.309 2.889 -0.429  0.19
H -0.584 5.422 -2.070  0.01
C -2.535 1.630 -0.947  0.02
C -1.086 2.759 0.746  0.05
C 0.982 -0.082 -2.842  0.02
H -3.570 1.863 -0.666  0.00
C -0.522 7.219 -0.884  0.00
H -3.054 1.608 1.876  0.00
C 2.817 1.239 0.346  0.04
H 1.186 -2.447 -0.135  0.09
C 2.439 3.783 -0.597  0.12
H -2.575 -0.533 -1.138  0.01
H 1.914 -0.178 -2.303  0.01
H -1.882 3.462 1.027  0.01

Atomic forces in eV per Å
H 0.0 0.0 0.0
C 0.0 0.1 0.0
H 0.0 0.0 0.0
H 0.0 0.0 0.0
C 0.0 0.0 0.0
C 0.0 0.1 0.0
C 0.1 -0.2 -0.2
C 0.0 0.1 -0.3
H 0.0 -0.1 0.0
C 0.1 0.2 0.1
H 0.0 0.0 0.0
H 0.0 0.0 0.0
C 0.1 0.0 -0.3
C 0.0 0.0 0.0
C 0.0 0.1 0.0
N -0.4 0.4 -0.5
H 0.0 0.0 0.1
C 0.2 0.1 -0.3
C 0.1 0.0 -0.2
H 0.0 0.0 0.0
N 0.5 0.0 0.1
N -0.3 -0.2 1.5
C -0.1 0.0 0.3
H 0.0 0.1 -0.1
N 0.0 -0.3 -1.1
H 0.0 0.0 0.0
H 0.0 0.0 0.0
H 0.0 0.0 0.0
H 0.0 0.0 0.0
C 0.0 0.0 0.2
C 0.1 -0.3 0.3
H 0.1 0.0 -0.1
H 0.0 0.0 0.0
C 0.0 0.2 0.3
H 0.1 0.1 0.0
C -0.1 0.0 0.3
C -0.1 0.0 0.0
H 0.0 0.0 0.0
H 0.0 0.0 0.0
H 0.0 0.0 0.0
H 0.0 0.0 0.0
C 0.0 -0.1 0.1
C -0.6 0.0 -0.4
Ru 0.2 0.3 -0.4
C 0.0 0.0 -0.2
C 0.0 0.0 0.2
C 0.5 -0.3 0.5
H 0.1 0.0 0.0
C -0.1 -0.1 -0.2
C 0.0 0.1 0.0
C -0.1 0.2 0.2
H 0.0 0.0 0.0
C 0.0 0.0 0.0
H -0.1 -0.1 0.0
C 0.0 0.1 0.1
H 0.0 0.0 -0.1
C -0.2 -0.2 0.1
H -0.1 0.0 0.0
H 0.0 0.0 0.0
H -0.1 -0.1 0.0

=====

(2)
The following is a DFT calculation (wB97M-V/def2-TZVPD) of C28H27N5O as an isolated structure in a non-equilibrium geometry.

Output
- HOMO: -6.93 eV
- Orbital gap: 6.569 eV
- Relative energy (zero: lowest compared OMol25 entry of this formula, charge and spin): 450.9 kJ/mol
- Multiplicity: 1
- E_tot: -38968.0032 eV
- Max |F|: 3.92 eV/Å

Each line ends with the natural charge from an NBO analysis.
Element x y z (Å)
C -2.911 -2.292 1.899  -0.20
C -2.815 -0.874 1.798  -0.06
C -4.720 -1.988 3.518  -0.23
H -5.104 0.019 -1.245  0.22
H -4.970 0.057 4.294  0.22
H 0.911 2.648 1.426  0.26
C 1.986 2.879 1.568  -0.65
H 2.061 3.936 1.875  0.22
C -4.453 -0.603 3.583  -0.21
C 0.550 0.099 0.387  0.44
C -3.984 -2.825 2.653  -0.20
H -2.297 0.791 0.490  0.25
C 1.842 -0.348 0.971  0.39
C 3.971 4.947 -2.536  -0.63
H 1.818 -2.686 3.363  0.21
H -5.639 -2.334 -4.884  0.21
N 2.174 -1.374 1.796  -0.30
C -5.537 -1.116 -3.151  -0.23
H 5.302 -0.317 -0.963  0.21
C 4.078 -0.338 1.376  -0.04
C 3.231 1.470 -0.128  0.17
H 2.386 2.247 2.379  0.21
N -1.645 -2.507 -2.389  -0.29
N -1.498 -1.830 -1.233  -0.07
H 2.639 4.815 -0.158  0.21
H 5.041 0.132 -2.656  0.23
H -5.599 -2.360 4.056  0.22
H 3.061 5.294 -3.026  0.23
C -0.619 -0.725 0.637  -0.42
C -3.492 -0.051 2.720  -0.22
N 3.023 0.314 0.693  -0.33
H -4.240 -3.893 2.552  0.22
H -6.508 -0.664 -3.300  0.21
H -3.267 1.033 2.724  0.22
H -0.355 -1.778 0.798  0.21
C 4.012 1.376 -1.283  -0.01
H 3.994 -2.038 2.761  0.24
H 4.353 5.787 -1.962  0.22
O 0.479 1.156 -0.288  -0.67
H 0.367 -1.762 2.767  0.26
H 1.039 -3.177 1.803  0.23
C 2.762 2.714 0.298  0.05
C -1.966 -0.245 0.746  0.02
C 3.535 -1.360 2.062  -0.06
C -3.551 -1.319 -1.863  0.06
C 1.276 -2.312 2.463  -0.42
C -3.758 -2.650 -3.886  -0.21
C -4.810 -0.735 -2.023  -0.22
N -2.560 -1.131 -0.851  -0.27
H 3.758 -0.718 -1.775  0.23
H 4.885 2.435 -2.932  0.21
C 4.551 0.045 -1.683  -0.64
C 3.011 3.847 -0.490  -0.22
H -3.389 -3.420 -4.564  0.22
C -5.021 -2.068 -4.044  -0.23
H 5.104 -0.007 1.342  0.25
H -2.215 -2.975 1.366  0.23
H 4.691 4.723 -3.319  0.21
C -2.962 -2.238 -2.811  0.06
C 4.260 2.534 -2.048  -0.22
C 3.735 3.759 -1.671  0.01

Atomic forces in eV per Å
C -1.0 0.3 0.2
C 0.1 -0.8 0.6
C -0.3 0.6 -0.6
H -0.2 -0.8 -1.1
H 0.1 -0.5 -0.4
H 0.7 0.0 0.0
C -0.3 0.4 0.4
H -0.1 -0.5 0.1
C 0.6 -0.4 -0.1
C -3.7 -0.1 -1.2
C 0.6 0.4 0.2
H 1.0 -0.8 0.3
C 2.1 0.4 -0.4
C 0.1 0.5 -0.2
H -0.5 0.2 -0.7
H 0.0 -0.2 -0.2
N -0.1 0.4 0.0
C 0.5 0.4 1.1
H -0.2 0.0 -0.3
C -1.0 0.6 -0.4
C 0.4 1.2 -0.5
H -0.2 0.2 -0.3
N -1.6 1.2 1.5
N -0.9 -1.0 -2.1
H 0.0 -0.2 0.0
H 0.0 -0.1 0.1
H 0.5 -0.1 -0.1
H -0.1 -0.1 0.0
C 2.8 1.1 1.8
C -0.2 -0.3 -0.4
N 0.0 -1.5 0.9
H 0.3 0.6 0.3
H -0.1 -0.1 -0.2
H -0.3 -0.7 -0.1
H -0.8 0.7 0.4
C -0.3 0.3 0.1
H -0.1 -0.1 -0.1
H 0.1 0.1 0.1
O 0.9 -0.6 0.9
H 0.4 -0.5 -0.2
H 0.0 0.7 0.5
C -0.2 0.5 -0.1
C 0.2 -0.9 -1.5
C -0.3 0.3 -0.3
C 1.7 -0.3 0.7
C 0.0 -0.4 0.6
C -0.2 0.0 -0.2
C 0.2 0.3 0.5
N -0.3 -0.8 -2.2
H 0.3 0.3 0.1
H -0.2 0.1 0.1
C 0.3 -0.5 -0.4
C 0.0 -0.7 0.3
H -0.1 0.3 0.0
C 0.6 -0.2 0.2
H -0.2 0.2 -0.1
H -0.8 0.7 0.0
H 0.1 0.0 -0.1
C 0.0 1.3 1.8
C -0.2 -1.0 0.7
C 0.1 -0.2 -0.1

=====

(3)
The following is a DFT calculation (wB97M-V/def2-TZVPD) of C28H27N7O5PSSeTeW as an isolated structure.

Output
- HOMO (alpha / beta): -9.86 / -9.86 eV
- Orbital gap (alpha / beta): 5.944 / 5.938 eV
- Charge: +1
- Relative energy (zero: lowest compared OMol25 entry of this formula, charge and spin): 77.7 kJ/mol
- Multiplicity: 1
- E_tot: -144730.9005 eV
- Max |F|: 0.56 eV/Å

Each line ends with the Mulliken charge.
Element x y z (Å)
N -4.855 0.442 3.992  -0.69
S -5.958 1.615 3.906  0.17
C 4.659 -0.550 -1.135  -0.95
H -3.398 4.030 -1.756  0.49
C -4.046 0.602 2.958  0.69
C -2.542 -1.368 3.351  -0.94
N -1.129 -0.624 1.077  0.72
C 2.464 0.416 -0.800  1.05
C 0.182 3.515 0.393  0.16
C 0.611 4.815 0.523  -1.40
C -2.493 1.260 0.691  -0.29
H -0.169 -4.603 0.599  0.27
H -0.790 3.250 0.766  0.55
C -4.395 1.704 2.140  0.86
C -0.235 -4.075 -4.446  -1.05
C 4.462 1.805 -0.856  -0.72
H 2.870 -1.682 -1.075  0.46
C 2.704 4.120 -0.352  -1.47
H -1.103 -2.958 3.468  0.53
C -0.760 -1.681 1.790  -0.73
N -5.462 2.361 2.564  -0.70
O 0.952 -2.437 -2.993  -0.25
H 3.626 0.312 3.558  0.23
Se 0.475 0.968 -2.748  -0.16
P 0.020 -2.469 -1.745  0.90
C 0.954 1.199 2.277  0.29
H 3.717 4.335 -0.651  0.47
N 0.934 2.527 -0.132  -0.08
H 6.328 0.808 -1.164  0.41
H -0.451 -6.560 -0.956  0.33
H -0.353 -4.311 -5.504  0.43
H 1.654 -3.086 -4.763  0.35
H -3.104 -1.649 4.232  0.56
C 0.671 -2.872 -4.351  -0.27
H -1.228 -3.874 -4.041  0.28
C 2.226 2.810 -0.419  0.70
H -4.832 3.671 0.282  0.60
C -1.446 -2.087 2.928  -1.33
N -1.682 1.513 -0.359  0.21
C -1.290 -5.909 -0.716  -1.47
C -3.168 3.265 -1.028  -1.03
C 5.257 0.699 -1.063  -1.04
O 1.111 0.352 1.294  -0.38
H 0.252 -2.008 -4.867  0.28
C 3.078 1.671 -0.727  1.32
C -2.918 -0.243 2.626  0.65
N 3.300 0.849 2.766  -0.49
H -1.641 -3.871 -0.083  0.28
C 1.891 5.133 0.100  -0.56
H -1.862 -6.367 0.092  0.42
O 0.759 -1.656 -0.653  -0.05
C -2.045 2.477 -1.212  -0.27
O 0.003 -3.992 -1.351  -0.37
C -2.167 0.103 1.501  -0.44
H 1.936 2.072 3.800  0.26
W 0.271 0.326 -0.569  0.78
H -0.051 5.552 0.954  0.50
C -3.957 3.066 0.085  -0.71
C 3.284 -0.690 -1.010  -0.66
H -1.397 2.622 -2.064  0.37
O -0.106 1.761 2.550  -0.69
H 3.980 1.555 2.515  0.21
H 5.266 -1.433 -1.292  0.47
N 2.062 1.422 3.040  -0.11
H 0.188 -4.943 -3.944  0.24
H 4.933 2.776 -0.786  0.34
H 0.119 -2.206 1.449  1.02
Te -2.054 -1.386 -1.896  0.11
H 2.258 6.150 0.152  0.45
C -3.623 2.036 0.960  0.54
C -0.808 -4.549 -0.282  0.09
H -1.937 -5.827 -1.589  0.31

Atomic forces in eV per Å
N 0.0 0.1 0.0
S 0.0 0.0 0.0
C 0.0 0.0 0.0
H 0.0 0.0 0.0
C -0.1 0.0 0.1
C 0.0 0.0 0.0
N -0.1 0.0 0.1
C 0.0 0.0 -0.2
C -0.1 0.0 0.0
C 0.0 0.0 0.0
C -0.1 0.1 -0.1
H 0.0 0.0 0.0
H 0.0 0.0 0.0
C 0.0 0.0 0.0
C 0.0 0.0 -0.1
C 0.0 0.1 0.0
H 0.0 0.0 0.0
C -0.1 0.0 0.0
H 0.0 0.0 0.0
C 0.0 0.0 0.0
N 0.0 0.0 0.1
O 0.1 -0.1 0.2
H 0.0 0.0 0.0
Se 0.0 0.1 -0.3
P -0.1 -0.1 -0.1
C -0.1 -0.2 0.2
H 0.0 0.0 0.0
N 0.1 0.1 0.1
H 0.0 0.0 0.0
H 0.0 0.0 0.0
H 0.0 0.0 0.0
H 0.0 0.0 0.0
H 0.0 0.0 0.0
C -0.1 0.1 0.0
H 0.0 0.0 0.0
C 0.0 0.0 0.0
H 0.0 0.0 0.0
C 0.0 0.0 0.0
N -0.2 0.0 -0.1
C 0.0 0.0 0.0
C 0.0 0.0 0.0
C 0.0 0.0 0.0
O 0.5 0.0 0.3
H 0.0 0.0 0.0
C 0.0 -0.2 0.0
C 0.1 0.0 -0.1
N 0.0 0.0 0.0
H 0.0 0.0 0.0
C 0.1 0.0 0.0
H 0.0 0.0 0.0
O 0.0 0.1 0.2
C 0.0 -0.1 0.1
O 0.0 0.1 0.0
C 0.0 -0.1 0.1
H 0.0 0.0 0.0
W 0.0 -0.1 -0.1
H 0.0 0.0 0.0
C 0.0 0.0 0.0
C 0.0 0.1 0.0
H 0.0 0.0 0.0
O 0.0 0.0 0.0
H 0.0 0.0 0.0
H 0.0 0.0 0.0
N 0.0 0.1 0.0
H 0.0 0.0 0.0
H 0.0 0.0 0.0
H 0.0 0.0 0.0
Te 0.0 0.0 -0.1
H 0.0 0.0 0.0
C 0.1 0.0 -0.1
C 0.1 0.1 0.0
H 0.0 0.0 0.0